(1)
51
Properties=species:S:1:pos:R:3 method="wB97M-V/def2-TZVPD" orbital_gap_ev=8.96 e_lumo_ev=2.3540 homo_energy_ev=-6.61 total_energy_ev=-33811.46359 spin_multiplicity=1 largest_force_ev_per_a=3.8 total_charge=-1 e_above_lowest_kcal_mol=147.1
C -2.19365 -0.01682 1.31030
N -0.86700 -0.75652 1.38866
C 0.03831 -0.33321 0.33792
C 1.51567 -0.16340 0.69433
C 1.96655 1.09935 1.40644
O 0.94104 1.82830 2.12301
C 0.01745 -1.57172 -0.63852
O 0.33849 -2.62192 -0.16849
H -2.85626 -0.84254 0.93401
H -2.11995 0.83482 0.70416
H -2.54551 0.20642 2.32106
H -0.61525 -0.51197 2.32963
H -0.20831 0.70782 -0.13961
H 1.94127 -1.07132 1.29423
H 2.10442 -0.28074 -0.25740
H 2.68362 0.82213 2.18418
H 2.44356 1.96974 0.86503
H -0.46428 -1.55022 -1.65343
H 1.19938 -3.68700 1.17289
H 1.68541 -4.62582 2.17359
O 1.87540 -3.72756 1.86418
H -2.26341 -4.36514 0.30576
H -0.77733 -4.17159 0.53656
O -1.47510 -4.83743 0.58151
H -0.32176 2.34060 -1.43147
H -1.07789 3.42457 -0.21133
O -0.41585 3.17742 -1.89976
H 0.69669 -3.65754 -2.21025
H -0.24020 -4.81979 -1.90964
O 0.63031 -4.46700 -1.68833
H 0.26457 1.90042 4.36452
H -0.68450 0.66228 4.49965
O -0.42288 1.47038 4.94288
H 2.10635 3.30511 -3.62860
H 1.00923 2.13349 -3.83998
O 1.95216 2.36886 -3.49378
H -1.20061 -2.74704 2.68449
H -2.66860 -3.22468 2.75952
O -2.05255 -2.57106 3.08842
H 0.38070 2.38882 1.49539
H -1.30835 4.16331 1.21255
O -1.12177 3.32896 0.78851
H 1.87353 3.75344 -0.47365
H 0.48425 4.37498 -0.78009
O 1.32486 4.52148 -0.33747
H -0.60950 2.59725 -2.91156
H -1.07915 1.99923 -4.61742
O -0.46906 1.82590 -3.90097
H 0.85732 0.04566 -5.16732
H -0.46543 -0.09850 -4.20906
O 0.19358 -0.53022 -4.79525

(2)
49
Properties=species:S:1:pos:R:3 method="wB97M-V/def2-TZVPD" orbital_gap_ev=7.83 e_lumo_ev=2.2520 homo_energy_ev=-5.58 total_energy_ev=-76831.03625 spin_multiplicity=1 largest_force_ev_per_a=1.8 total_charge=-1 e_above_lowest_kcal_mol=0.0
C 2.12772 -2.46749 2.32691
C 1.22806 -2.40687 3.53319
O 1.65855 -2.57003 4.66613
O -0.09988 -2.21126 3.37114
C -0.57126 -1.91554 2.05221
C -0.31310 -0.45665 1.68171
C -0.19037 -0.13250 0.18953
C -0.87474 -1.13634 -0.74664
C -0.04773 -2.32274 -1.12810
O 0.87852 -2.81948 -0.54724
Cl -0.66860 -3.14654 -2.61800
O 1.14489 0.03534 -0.21331
B 1.21056 1.06677 -1.29051
P 1.13505 0.49951 -3.20482
O 0.30609 1.44975 -4.01875
P 2.93737 1.97527 -0.96725
O 3.03728 3.38607 -1.33780
O 3.40608 1.76178 0.58533
O 4.06649 1.08126 -1.77400
O -0.02793 1.82159 -1.12226
C -0.68275 1.36066 0.00487
C -2.17275 1.66644 -0.00923
C -2.99112 1.08911 -1.14812
O -3.70309 -0.08013 -0.64649
C -4.06296 -0.96496 -1.57761
O -4.22129 -0.73610 -2.75117
P -0.01615 2.51108 1.36443
N 0.01846 4.02523 0.97591
H 2.05556 -1.61289 1.66828
H 1.95766 -3.38606 1.78158
H 3.13231 -2.51383 2.71794
H -1.64282 -2.05873 2.11042
H -0.20042 -2.62305 1.32597
H 0.61450 -0.12888 2.13245
H -1.10924 0.12645 2.12088
H -1.78410 -1.50515 -0.28292
H -1.18360 -0.64890 -1.66096
H 0.57871 -0.79954 -3.33915
H 2.41736 0.38736 -3.79599
H 3.86564 0.92767 0.68075
H 3.87872 0.15899 -1.57422
H -2.26073 2.74471 -0.09003
H -2.61896 1.40579 0.94255
H -3.74589 1.80696 -1.43791
H -2.41497 0.85106 -2.02979
H -4.19260 -1.96950 -1.16648
H 1.22349 1.99828 1.79244
H -0.88856 2.31033 2.46497
H -0.24396 4.17059 0.00914

(3)
54
Properties=species:S:1:pos:R:3 method="wB97M-V/def2-TZVPD" orbital_gap_ev=8.35 e_lumo_ev=0.5826 homo_energy_ev=-7.76 total_energy_ev=-38101.97311 spin_multiplicity=1 largest_force_ev_per_a=0.9 total_charge=0 e_above_lowest_kcal_mol=2.8 smiles="CCCN(CCC)C(=O)c1c(NC(=O)CC)sc2c1CCCCC2"
C 3.13695 0.04861 -0.86920
C 3.25001 0.41814 0.60286
C 1.86904 0.56766 1.25094
N 1.09450 1.66979 0.72357
C 1.56059 3.01878 1.00863
C 2.26873 3.69740 -0.16705
C 2.74616 5.09038 0.22084
C 0.01581 1.55418 -0.09913
O -0.50333 2.53842 -0.59838
C -0.54333 0.19330 -0.31898
C -1.06630 -0.58233 0.68278
N -1.12899 -0.26093 2.03115
C -1.66026 -1.10697 2.95548
O -2.06991 -2.20642 2.64725
C -1.65219 -0.56212 4.36786
C -0.22996 -0.53270 4.92806
S -1.73468 -2.06483 0.10593
C -1.34490 -1.61243 -1.52806
C -0.73492 -0.39710 -1.60284
C -0.32407 0.24851 -2.88913
C 0.64881 -0.59867 -3.71380
C -0.00741 -1.77549 -4.43386
C -0.48286 -2.89839 -3.51385
C -1.69525 -2.51869 -2.65745
H 4.12188 -0.02487 -1.32391
H 2.63436 -0.91040 -0.97544
H 2.56234 0.79800 -1.40832
H 3.78680 -0.36719 1.13905
H 3.81731 1.34261 0.71722
H 1.31763 -0.35930 1.09407
H 1.99543 0.71805 2.33111
H 2.22559 2.97076 1.87433
H 0.68469 3.62328 1.26824
H 3.11938 3.09677 -0.49195
H 1.56364 3.76776 -0.99552
H 3.23858 5.56918 -0.62165
H 1.90568 5.71024 0.52378
H 3.45229 5.04013 1.04800
H -0.83304 0.66835 2.29198
H -2.08058 0.44242 4.37492
H -2.27563 -1.21360 4.98018
H 0.40771 0.13219 4.34861
H 0.20258 -1.53003 4.90555
H -0.24150 -0.18508 5.95815
H 0.13040 1.21392 -2.66481
H -1.21887 0.44247 -3.48763
H 1.44762 -0.97042 -3.06974
H 1.10629 0.04699 -4.46767
H -0.85408 -1.41068 -5.02062
H 0.71992 -2.19386 -5.13502
H 0.33571 -3.21029 -2.86175
H -0.75813 -3.75486 -4.13387
H -2.14497 -3.42411 -2.24576
H -2.44185 -2.03527 -3.29610

(4)
9
Properties=species:S:1:pos:R:3 method="wB97M-V/def2-TZVPD" orbital_gap_ev=10.26 e_lumo_ev=0.7738 homo_energy_ev=-9.48 total_energy_ev=-9647.75285 spin_multiplicity=1 largest_force_ev_per_a=3.1 total_charge=0 e_above_lowest_kcal_mol=84.8 smiles="C=[N+]([O-])O.N#N"
C -0.15756 -0.37879 0.02356
N -1.11663 0.46883 0.11700
O -1.31251 1.20407 1.06679
O -1.88977 0.63693 -1.20051
H -0.02178 -0.82141 -0.93989
H 0.63366 -0.46795 0.73576
H -2.69671 1.09282 -1.03958
N 3.00536 -0.95236 1.08396
N 3.55595 -0.78214 0.15291

(5)
58
Properties=species:S:1:pos:R:3 method="wB97M-V/def2-TZVPD" orbital_gap_ev="3.36 / 3.74" e_lumo_ev="3.6369 / 3.6359" homo_energy_ev="0.27 / -0.10" s_squared=6.179 total_energy_ev=-202940.54557 spin_multiplicity=5 largest_force_ev_per_a=0.7 total_charge=-2 e_above_lowest_kcal_mol=0.0
Cr 0.94663 -0.23702 -0.25888
O 2.30080 -4.07379 0.76370
C 1.49586 -3.15269 0.58091
O 1.65499 -2.17211 -0.21626
C 0.26427 -3.11731 1.48568
C 0.55597 -2.06374 2.57224
C -0.35466 -2.25713 3.78711
C -1.70828 -1.74503 3.22951
C -1.31984 -1.34341 1.80357
O 0.02871 -0.86044 1.98476
C -1.09778 -2.57591 0.92282
C -1.11072 -2.22444 -0.56941
O -1.43851 -3.10431 -1.35555
O -0.85056 -0.99317 -0.86587
H 0.16351 -4.10880 1.92297
H 1.61039 -1.92731 2.79686
H -0.38164 -3.30070 4.10601
H -0.01496 -1.64652 4.62462
H -2.49146 -2.50627 3.23246
H -2.06573 -0.87774 3.78533
H -1.92404 -0.56387 1.35048
H -1.88573 -3.31640 1.06193
N 4.38060 0.64865 1.94122
C 3.76019 -0.18578 1.11139
N 2.56973 0.28169 0.86582
C 2.48788 1.46951 1.55908
N 3.59789 1.74031 2.23096
C 1.25379 2.19031 1.42252
C 0.93745 3.37446 2.07085
N -0.20875 4.01802 1.95406
C -1.10192 3.39543 1.07837
C -0.81111 2.24288 0.40596
N 0.35063 1.58320 0.54213
H 5.35138 0.65343 2.19237
H 4.16218 -1.10563 0.71385
H 1.68387 3.80645 2.73636
H -2.06676 3.86911 0.94838
H -1.52374 1.79682 -0.27598
C -3.90220 3.32715 -2.18566
N -5.06168 2.66102 -1.61247
C -5.07820 1.35244 -1.18891
Se -3.72433 0.17537 -1.25241
N -6.35314 1.15950 -0.70950
C -7.12210 2.30580 -0.81191
C -8.42127 2.60653 -0.46908
C -8.87125 3.89970 -0.71417
C -8.03284 4.85946 -1.28440
C -6.72113 4.55173 -1.62823
C -6.28315 3.26853 -1.38681
H -3.12867 2.57956 -2.33972
H -3.52529 4.09029 -1.50737
H -4.17439 3.77954 -3.13935
H -6.62799 0.25953 -0.35869
H -9.06953 1.86260 -0.02183
H -9.88729 4.16697 -0.45448
H -8.40627 5.85986 -1.46001
H -6.06289 5.29297 -2.06385
Se 1.85705 0.72322 -2.20525

(6)
16
Properties=species:S:1:pos:R:3 method="wB97M-V/def2-TZVPD" orbital_gap_ev=8.54 e_lumo_ev=3.6293 homo_energy_ev=-4.91 total_energy_ev=-24252.15277 spin_multiplicity=1 largest_force_ev_per_a=0.8 total_charge=-1
C -0.58456 -0.50460 -1.84563
C -0.41204 -1.53327 -0.70307
Al -0.83843 -0.69588 1.08258
P 0.90910 0.93898 1.44015
O 1.58543 0.95949 2.75475
O 0.33675 2.46848 1.16850
O 2.00972 0.88519 0.21821
H -1.16325 -0.90602 -2.68463
H -1.11754 0.39842 -1.52000
H 0.38294 -0.18077 -2.23902
H 0.61222 -1.91702 -0.71420
H -1.07643 -2.38946 -0.85861
H -0.89738 -1.73023 2.31399
H -2.22809 0.12531 0.92148
H -0.12620 2.44807 0.32287
H 2.60777 1.63333 0.34264

(7)
112
Properties=species:S:1:pos:R:3 method="wB97M-V/def2-TZVPD" orbital_gap_ev="4.87 / 5.18" e_lumo_ev="-6.6530 / -6.4272" homo_energy_ev="-11.52 / -11.60" total_energy_ev=-182095.81380 spin_multiplicity=1 largest_force_ev_per_a=4.1 total_charge=+2 e_above_lowest_kcal_mol=15.6
Sn 0.11321 -0.32966 0.08952
C -3.10776 -4.47108 0.67812
C -2.03163 -3.59897 0.07649
C -0.70133 -4.17987 0.59336
P -2.13300 -1.74361 0.37033
C -3.47790 -1.01240 -0.68408
C -4.41408 -1.94223 -1.48917
C -4.31654 0.05613 0.04696
C -2.46256 -1.40888 2.11524
C -3.69533 -1.89196 2.64807
C -3.85393 -2.00888 4.03142
C -2.85545 -1.51512 4.87117
C -1.69565 -0.94339 4.39517
C -1.48969 -0.77214 2.98592
N -0.44767 -0.05977 2.47722
C 0.21076 0.96237 3.08472
C -0.37247 1.77172 4.06442
C 0.41266 2.44371 5.00766
C 1.80455 2.49606 4.88803
C 2.40065 1.86818 3.81281
C 1.60268 1.18036 2.88983
P 2.40484 0.32063 1.50310
C 3.37699 -1.16641 2.01765
C 2.36517 -2.30997 2.23060
C 4.27936 -1.04594 3.24899
C 3.38097 1.48955 0.31579
C 4.82778 1.64290 0.67015
C 2.58240 2.80064 0.18806
H -2.92261 -5.54660 0.48487
H -3.18547 -4.30483 1.74449
H -4.15012 -4.31460 0.28506
H -2.01621 -3.66744 -0.97789
H -0.54347 -3.99906 1.65340
H -0.62546 -5.23774 0.31849
H 0.15439 -3.72842 0.09286
H -2.79258 -0.51372 -1.44068
H -5.08075 -2.53021 -0.86611
H -5.04281 -1.30119 -2.11814
H -3.82771 -2.60208 -2.15911
H -5.10490 -0.40040 0.64200
H -3.66453 0.64783 0.67336
H -4.79835 0.75660 -0.69287
H -4.47969 -2.14556 1.96193
H -4.70903 -2.53941 4.47878
H -3.09763 -1.49120 5.94030
H -1.02843 -0.51604 5.14182
H -1.46022 1.76347 4.24145
H -0.09403 3.00353 5.76366
H 2.36152 3.06624 5.63985
H 3.47654 1.93891 3.58566
H 4.00904 -1.33332 1.14818
H 1.46299 -1.98877 2.72488
H 2.07217 -2.82017 1.31156
H 2.82419 -3.08984 2.90055
H 3.72699 -0.67422 4.14146
H 4.77602 -1.99331 3.51739
H 5.12175 -0.30017 3.06881
H 3.32690 0.96376 -0.65062
H 4.99648 2.49894 1.34362
H 5.28095 0.74017 1.13564
H 5.45905 1.78724 -0.23542
H 2.31116 3.28452 1.14471
H 3.17846 3.51192 -0.39425
H 1.70524 2.61098 -0.41603
S -3.67659 3.79760 -2.72710
C -4.58022 4.53090 -3.98795
C -4.25718 4.11499 -5.26174
C -3.16912 3.16788 -5.18367
C -2.77617 2.86830 -3.90838
C -1.73834 1.86623 -3.59985
C -1.15672 1.67050 -2.36836
N -0.35245 0.58841 -2.11178
C 0.01669 -0.27736 -3.13340
C -0.45326 -0.06014 -4.46776
C -0.05376 -0.95579 -5.58589
C 0.66818 -2.05260 -5.30651
C 1.16396 -2.28697 -3.95693
C 2.07349 -3.34714 -3.71116
C 2.65113 -3.48568 -2.48230
C 2.26249 -2.60268 -1.45834
N 1.24973 -1.73545 -1.57762
C 0.83049 -1.39091 -2.91140
C 3.69236 -4.51288 -2.27524
C 4.43108 -5.07046 -3.34964
C 5.32839 -6.09512 -2.94128
C 5.29412 -6.19208 -1.56371
S 4.22103 -5.16158 -0.74851
C -1.28621 1.06044 -4.70131
H -5.32487 5.28616 -3.78259
H -4.81788 4.40473 -6.16606
H -2.76827 2.66235 -6.06710
H -1.26428 2.42206 -1.57081
H -0.47596 -0.77785 -6.58305
H 0.97686 -2.68319 -6.12921
H 2.27441 -4.07347 -4.49601
H 2.82635 -2.61525 -0.51689
H 4.34818 -4.72700 -4.38378
H 6.01029 -6.61638 -3.62661
H 5.96082 -6.84826 -1.03005
H -1.53559 1.29833 -5.75460
F 0.68031 8.87418 2.07864
C 0.08127 7.74070 1.73253
C 0.61321 6.90685 0.78582
F 1.78573 7.18352 0.18295
C -0.07369 5.75146 0.39181
F 0.42411 4.98671 -0.64473
C -1.20208 5.28485 1.08862
Se -2.18434 3.75053 0.72682
C -1.61657 6.06298 2.16150
F -2.55872 5.62138 3.04222
C -1.12960 7.32887 2.37395
F -1.73969 8.16956 3.24527

(8)
95
Properties=species:S:1:pos:R:3 method="wB97M-V/def2-TZVPD" orbital_gap_ev="7.02 / 7.04" e_lumo_ev="-5.3822 / -5.3626" homo_energy_ev="-12.40 / -12.40" s_squared=6.004 total_energy_ev=-84913.08741 spin_multiplicity=5 largest_force_ev_per_a=0.3 total_charge=+2 e_above_lowest_kcal_mol=0.0
Ho 0.01911 1.33555 -0.11787
C -1.17060 -1.67300 -1.04224
N -1.46195 -0.74600 0.07684
C -1.22417 -1.47294 1.34507
C -2.89309 -0.36283 0.01665
C -3.12167 0.98518 0.66360
N -2.48169 2.06351 -0.12555
C -2.51381 3.32508 0.63268
C -3.19756 2.27257 -1.39426
H -1.77689 -2.57953 -0.94772
H -0.12142 -1.95578 -1.02959
H -1.39527 -1.18915 -1.98725
H -1.77641 -2.41781 1.33301
H -1.55130 -0.87519 2.19043
H -0.16384 -1.68723 1.45912
H -3.50732 -1.12627 0.50505
H -3.20003 -0.34419 -1.02853
H -2.67469 0.99606 1.66080
H -4.19296 1.18762 0.78405
H -3.54171 3.64327 0.83895
H -2.00808 4.11092 0.07178
H -2.00004 3.19232 1.58311
H -4.27167 2.39419 -1.21636
H -3.04654 1.44030 -2.07691
H -2.83208 3.18835 -1.85926
C 0.92234 3.23906 5.26269
N 0.51089 2.09041 4.43437
C -0.40465 2.09070 3.46873
N -0.11948 1.17758 2.54578
C 1.01970 0.59908 3.06119
N 1.43665 1.13297 4.17309
C 1.85123 4.08321 4.40646
C 3.10524 4.53686 4.79586
C 3.94887 5.14474 3.86667
C 3.60814 5.23082 2.52291
C 2.35381 4.77257 2.13975
C 1.47699 4.28607 3.09566
C 1.88404 4.51612 0.78455
N 0.97215 3.64538 0.47901
N 0.83262 3.67073 -0.89216
C 1.68100 4.54234 -1.34179
O 2.36065 5.12196 -0.32780
C 1.98803 4.74155 -2.75172
C 3.19673 5.20069 -3.26200
C 3.46216 4.99120 -4.60920
C 2.59287 4.24924 -5.40807
C 1.38452 3.79733 -4.89076
C 0.47460 2.79844 -5.58139
N 0.23214 1.71021 -4.61552
C -0.61347 1.72954 -3.59045
N -0.19785 0.91342 -2.62597
C 0.94442 0.37163 -3.17285
N 1.24221 0.84217 -4.35167
C 1.06872 4.13492 -3.59168
H 1.41980 2.84329 6.14451
H 0.02147 3.76784 5.57345
H -1.23908 2.77234 3.46697
H 1.53217 -0.21726 2.57862
H 3.44860 4.40478 5.81389
H 4.91969 5.49536 4.18818
H 4.32077 5.60385 1.80080
H 0.50227 3.98472 2.75312
H 3.93152 5.67278 -2.62418
H 4.39298 5.34335 -5.03109
H 2.88245 4.00458 -6.42177
H 0.93554 2.35475 -6.46012
H -0.49329 3.21507 -5.86147
H -1.48752 2.35786 -3.56884
H 1.54520 -0.36575 -2.66518
H 0.12926 3.83155 -3.16169
C 5.94705 -3.30544 0.74204
C 5.95281 -2.16758 -0.05430
C 4.78306 -1.45757 -0.26916
C 3.58457 -1.88503 0.30561
C 3.58694 -3.04842 1.07479
C 4.76009 -3.74850 1.30618
C 2.29516 -1.18712 0.10993
C 2.03278 0.12452 -0.03988
C 3.14174 1.12254 0.02263
C 3.83497 1.36067 1.21569
C 4.88396 2.26287 1.26484
C 5.26610 2.95863 0.12272
C 4.57446 2.75345 -1.06173
C 3.51091 1.85838 -1.10724
H 6.86371 -3.85414 0.90941
H 6.87332 -1.83718 -0.51629
H 4.80097 -0.58123 -0.90155
H 2.65550 -3.41114 1.49623
H 4.74572 -4.64303 1.91319
H 1.45696 -1.88114 0.13342
H 3.57914 0.79581 2.10301
H 5.42545 2.40151 2.19145
H 6.11010 3.63469 0.15426
H 4.87905 3.26740 -1.96462
H 3.00911 1.68407 -2.05479

Copy entry 4 word for word.
9
Properties=species:S:1:pos:R:3 method="wB97M-V/def2-TZVPD" orbital_gap_ev=10.26 e_lumo_ev=0.7738 homo_energy_ev=-9.48 total_energy_ev=-9647.75285 spin_multiplicity=1 largest_force_ev_per_a=3.1 total_charge=0 e_above_lowest_kcal_mol=84.8 smiles="C=[N+]([O-])O.N#N"
C -0.15756 -0.37879 0.02356
N -1.11663 0.46883 0.11700
O -1.31251 1.20407 1.06679
O -1.88977 0.63693 -1.20051
H -0.02178 -0.82141 -0.93989
H 0.63366 -0.46795 0.73576
H -2.69671 1.09282 -1.03958
N 3.00536 -0.95236 1.08396
N 3.55595 -0.78214 0.15291